# C24H49BCl3O10

A 3-piece molecular cluster, C24H49BCl3O10 overall (ωB97M-V/def2-TZVPD, the OMol25 dataset).

Summary:
multiplicity: 1
highest occupied orbital energy: -5.788 eV
total charge: -1
HOMO-LUMO gap: 7.86 eV

Each line ends with the Mulliken charge.
Cartesian coordinates (Å):
C1 -4.26214 7.18166 -0.29164  -1.393
C2 -4.61834 5.70451 -0.07634  -0.362
C3 -4.63834 5.15439 1.37128  0.221
Cl1 -4.56417 6.49167 2.60875  -0.280
B1 -3.61259 3.89221 1.68238  -0.967
C4 -3.68513 3.45528 3.26240  -1.114
C5 -2.76953 4.17410 4.27563  -0.242
C6 -2.45197 3.26888 5.50841  -0.912
C7 -1.01808 2.81078 5.54993  0.469
O1 -0.08848 3.51645 5.84630  -0.572
O2 -0.79502 1.49770 5.27148  -0.525
C8 -4.24574 2.60674 0.76173  -0.050
C9 -5.44157 1.98428 1.35162  0.121
O3 -5.46999 1.05286 2.13179  -0.625
O4 -6.62406 2.58653 0.95772  -0.491
C10 -2.08998 4.07461 1.06714  -0.124
Cl2 -1.42482 5.73520 1.28821  -0.201
C11 -1.12484 2.93752 1.51622  1.134
C12 -0.70602 2.07923 0.31141  -1.499
Cl3 0.39765 3.47261 2.30657  -0.201
H1 -5.12823 7.82891 -0.13749  0.341
H2 -3.95388 7.32075 -1.33445  0.374
H3 -3.43718 7.50623 0.33670  0.290
H4 -3.94964 5.10401 -0.69748  0.161
H5 -5.62200 5.56706 -0.49522  0.359
H6 -5.63434 4.74177 1.53059  0.410
H7 -3.46889 2.37870 3.33300  0.357
H8 -4.71780 3.57228 3.61620  0.308
H9 -3.28819 5.04388 4.67305  0.519
H10 -1.82632 4.49206 3.83061  0.267
H11 -3.12144 2.40580 5.51050  0.473
H12 -2.60231 3.80839 6.44515  0.311
H13 -1.55136 1.13706 4.79286  0.374
H14 -3.47913 1.82641 0.74408  0.019
H15 -4.42259 2.91450 -0.27197  0.364
H16 -7.20850 2.59991 1.72666  0.326
H17 -2.14985 3.97445 -0.01895  0.528
H18 -1.63787 2.28701 2.22225  -0.167
H19 -0.37515 2.71227 -0.51092  0.389
H20 0.10113 1.40760 0.61005  0.312
H21 -1.54601 1.45206 0.00649  0.254
C13 1.60175 0.25124 -5.89258  -0.811
O5 2.16639 -0.08899 -4.64980  -0.170
C14 2.69970 -1.39937 -4.64447  -0.798
C15 3.59289 -1.60734 -3.44340  -0.108
O6 4.90029 -1.07473 -3.59866  -0.467
C16 5.02869 0.33116 -3.44108  -0.420
C17 5.00068 0.78727 -1.99974  -0.604
O7 3.67134 0.86166 -1.52909  -0.212
C18 3.61093 0.97792 -0.12376  -0.422
H22 0.79252 -0.43720 -6.16519  0.308
H23 1.19353 1.25571 -5.80343  0.229
H24 2.35896 0.24324 -6.68647  0.319
H25 3.27874 -1.57667 -5.56032  0.336
H26 1.87311 -2.12337 -4.60398  0.414
H27 3.73879 -2.68333 -3.32428  0.346
H28 3.11682 -1.22691 -2.53699  0.166
H29 4.27632 0.86534 -4.02491  0.222
H30 6.01264 0.57330 -3.84852  0.385
H31 5.46735 1.78068 -1.92743  0.431
H32 5.58102 0.08349 -1.38796  0.335
H33 4.04415 0.09377 0.35998  0.282
H34 2.56420 1.05853 0.15887  -0.053
H35 4.13833 1.87289 0.22455  0.321
C19 -0.92233 -7.30919 -1.54456  -0.778
O8 0.18774 -6.78228 -0.85795  -0.216
C20 0.21867 -7.19123 0.49713  -0.602
C21 1.57183 -6.91248 1.10944  -0.376
O9 2.55975 -7.88125 0.78840  -0.457
C22 3.13980 -7.78700 -0.50283  -0.437
C23 4.16388 -6.68217 -0.63384  -0.573
O10 3.52631 -5.43716 -0.84167  -0.226
C24 4.40608 -4.35106 -0.65959  -0.750
H36 -1.86465 -6.99488 -1.08054  0.315
H37 -0.88882 -6.92926 -2.56358  0.228
H38 -0.88645 -8.40520 -1.57172  0.313
H39 0.00188 -8.26469 0.57278  0.338
H40 -0.54774 -6.63794 1.05801  0.433
H41 1.46122 -6.96911 2.19403  0.388
H42 1.90712 -5.90534 0.85399  0.194
H43 2.37426 -7.69048 -1.27587  0.216
H44 3.65645 -8.73773 -0.65108  0.391
H45 4.82029 -6.89884 -1.48945  0.431
H46 4.77570 -6.64756 0.27681  0.334
H47 4.78036 -4.31630 0.37024  0.377
H48 3.84792 -3.43886 -0.85970  0.115
H49 5.25431 -4.40659 -1.35242  0.356